# 1
Density functional theory data (wB97M-V/def2-TZVPD) for a molecular structure, C25H28BN7O2Pb.

Each line ends with the Löwdin charge.
Atoms and positions in Å:
C1 2.3578 -0.3395 -1.8146  -0.14
N1 1.1036 -0.3393 -2.3168  -0.10
N2 1.2233 -0.3114 -3.6966  -0.03
C2 2.5266 -0.3457 -4.0388  -0.04
C3 3.2809 -0.3526 -2.8686  -0.04
B1 -0.0134 -0.1800 -4.6272  -0.48
N3 -1.0119 -1.3279 -4.3194  -0.03
N4 -1.5915 -1.5131 -3.0713  -0.09
C4 -2.4545 -2.5505 -3.1962  -0.14
C5 -2.4013 -3.0463 -4.5082  -0.04
C6 -1.4759 -2.2567 -5.1796  -0.04
Pb1 -0.6970 -1.0473 -0.6665  1.60
N5 -0.7052 1.1743 -4.2486  0.03
N6 -1.0619 1.3408 -2.9379  0.13
C7 -1.5972 2.5585 -2.8177  -0.04
C8 -1.5931 3.2018 -4.0792  0.10
C9 -1.0159 2.2843 -4.9637  0.07
H1 -1.9581 2.9212 -1.8613  0.13
H2 -0.8071 2.3400 -6.0224  0.16
H3 -1.9564 4.1866 -4.3013  0.13
H4 0.3074 -0.1566 -5.7790  0.12
H5 -1.1100 -2.2749 -6.1980  0.14
H6 2.8122 -0.3624 -5.0805  0.13
H7 -2.9518 -3.8679 -4.9304  0.11
H8 4.3533 -0.3618 -2.7981  0.10
H9 -3.0758 -2.9046 -2.3807  0.11
H10 2.5554 -0.3089 -0.7471  0.09
H11 -2.8900 -1.0132 0.2989  -0.01
C10 -2.6841 -1.9175 0.8925  -0.11
H12 -3.4405 -2.6589 0.6013  0.06
H13 -1.6615 -2.3611 0.7476  -0.07
H14 -2.7827 -1.5969 1.9376  0.05
C11 4.2757 0.8572 2.2759  -0.02
C12 3.1960 -0.1909 2.3113  -0.20
C13 3.4007 -1.3954 1.6365  0.00
C14 2.4126 -2.3810 1.5934  -0.04
C15 1.2054 -2.1576 2.2427  -0.03
C16 0.9705 -0.9295 2.8856  -0.18
N7 -0.3007 -0.7506 3.4254  0.19
C17 -1.0833 0.3967 3.6610  -0.20
C18 -1.7189 0.4937 4.9107  0.01
C19 -2.5155 1.5889 5.2167  -0.03
C20 -2.6948 2.6021 4.2664  -0.02
C21 -2.1187 2.4816 2.9971  0.01
C22 -1.3412 1.3742 2.6780  -0.08
C23 -0.9032 1.1349 1.2505  -0.63
O1 -1.8355 1.0058 0.3780  -0.13
O2 0.3225 0.9742 0.9714  -0.06
C24 1.9937 0.0379 2.9935  -0.13
C25 1.7738 1.2933 3.7678  0.01
H15 3.9272 1.7831 1.7983  0.10
H16 4.6411 1.1157 3.2779  0.10
H17 5.1328 0.4934 1.6995  0.09
H18 4.3626 -1.5549 1.1436  0.14
H19 2.5868 -3.3177 1.0623  0.13
H20 0.4122 -2.9139 2.2508  0.12
H21 -0.7129 -1.6072 3.7981  0.17
H22 -1.5538 -0.3015 5.6452  0.13
H23 -2.9982 1.6483 6.1950  0.13
H24 -3.3003 3.4763 4.5067  0.13
H25 -2.2819 3.2363 2.2280  0.13
H26 1.1585 2.0057 3.2005  0.10
H27 1.2772 1.1007 4.7259  0.11
H28 2.7257 1.7878 3.9782  0.09

Forces on the atoms, in the same order (eV/Å):
C -0.49 -0.03 -1.33
N 0.72 0.12 -0.13
N -0.03 -0.18 0.94
C -0.19 0.16 0.79
C -0.03 -0.01 -0.23
B 0.24 -0.65 0.57
N -0.30 -0.13 0.87
N -0.35 -0.43 -0.21
C 0.97 0.53 -1.09
C 0.09 0.03 -0.10
C -0.32 0.18 0.73
Pb 1.86 2.30 -2.53
N -0.41 2.08 -2.16
N -1.18 1.75 1.27
C 0.47 -0.97 -0.04
C -0.68 0.87 1.55
C 1.51 -3.64 0.09
H 0.09 -0.14 -0.22
H -0.04 0.05 0.06
H -0.06 0.17 -0.14
H -0.05 -0.07 0.09
H -0.17 -0.05 0.13
H 0.06 0.07 0.13
H -0.05 -0.03 0.06
H 0.06 -0.01 -0.01
H 0.21 0.18 -0.03
H -0.25 -0.03 -0.21
H 0.09 -0.26 0.20
C -0.53 -0.62 0.38
H 0.26 0.06 0.40
H -1.61 -0.12 0.77
H -0.12 -0.27 -0.23
C 0.30 0.07 -0.03
C 0.08 0.10 0.16
C 0.16 0.35 0.02
C -0.95 -0.41 0.33
C 0.44 -0.90 -0.54
C -1.10 0.26 0.50
N 0.75 -0.65 -0.06
C -0.24 0.52 0.27
C 0.01 -0.16 0.08
C 0.02 -0.02 -0.12
C 0.15 -0.05 -0.06
C -0.12 -0.17 0.22
C 0.28 -0.02 -0.22
C 0.69 -0.11 -1.00
O 0.76 -0.45 0.42
O -1.33 -0.31 0.28
C 0.14 0.68 -0.46
C 0.20 0.41 0.19
H -0.02 -0.22 0.15
H -0.10 -0.07 -0.21
H -0.16 0.09 0.13
H -0.34 -0.03 0.10
H -0.05 0.25 0.21
H 0.34 0.19 -0.06
H 0.08 0.18 -0.25
H -0.08 0.33 -0.19
H 0.20 0.02 -0.36
H 0.17 -0.26 -0.07
H -0.08 -0.20 0.24
H 0.19 -0.22 0.11
H 0.04 0.03 -0.19
H -0.23 -0.13 0.02

Calculated values
* HOMO-LUMO gap (alpha / beta): 5.6 / 4.9 eV
* charge: +2
* lowest unoccupied orbital energy (alpha / beta): -8.6 / -9.3 eV
* spin multiplicity: 1

# 2
Density functional theory data (wB97M-V/def2-TZVPD) for a molecular structure, C25H28BrF5N9OSY.

Each line ends with the Löwdin charge.
Atoms and positions in Å:
Y1 -0.0367 -0.2378 0.1947  1.35
C1 -0.6087 -3.6262 -0.2849  -0.18
C2 0.9140 -3.4814 -0.2816  -0.16
N1 1.3804 -2.4182 0.6346  -0.11
C3 1.3160 -2.7880 2.0606  -0.12
C4 -0.0484 -2.5491 2.6610  -0.26
C5 -0.5232 -3.3800 3.6697  0.01
C6 -1.7788 -3.1393 4.2045  0.00
C7 -2.5293 -2.0903 3.6962  0.01
C8 -1.9876 -1.3047 2.6874  -0.26
C9 -2.7644 -0.1512 2.1037  -0.12
N2 -2.5163 -0.0051 0.6578  -0.11
C10 -3.2947 -0.9529 -0.1674  -0.15
C11 -2.6963 -2.3627 -0.1792  -0.17
N3 -1.2763 -2.3469 -0.5631  -0.11
N4 -0.7606 -1.5180 2.1896  0.05
H1 -0.9299 -3.9820 0.6968  0.12
H2 -0.8879 -4.3945 -1.0154  0.14
H3 1.2585 -3.2222 -1.2882  0.12
H4 1.3406 -4.4560 -0.0084  0.13
H5 2.3715 -2.3040 0.4271  0.10
H6 2.0284 -2.1629 2.6149  0.14
H7 1.6015 -3.8374 2.2174  0.14
H8 0.0806 -4.1957 4.0391  0.13
H9 -2.1722 -3.7686 4.9879  0.13
H10 -3.5177 -1.8913 4.0801  0.13
H11 -2.4347 0.7679 2.6059  0.14
H12 -3.8350 -0.2787 2.3093  0.14
H13 -2.8650 0.9191 0.4061  0.11
H14 -3.3166 -0.5665 -1.1911  0.12
H15 -4.3307 -1.0233 0.1921  0.14
H16 -3.2958 -2.9791 -0.8610  0.14
H17 -2.7780 -2.7920 0.8214  0.11
H18 -1.2397 -2.1796 -1.5727  0.13
C12 2.8485 5.4351 -0.4193  0.02
C13 2.3293 4.6003 0.6760  -0.30
N5 2.3270 4.9128 1.9277  0.15
N6 1.8045 3.8707 2.5896  0.06
C14 1.4724 2.8683 1.7625  -0.72
S1 0.8813 1.3695 2.2328  0.64
N7 1.7952 3.3262 0.5163  -0.07
N8 1.6069 2.5976 -0.6510  0.12
H19 3.2656 6.3376 0.0178  0.10
H20 2.0664 5.7114 -1.1255  0.10
H21 3.6323 4.9134 -0.9671  0.09
H22 1.7077 3.8883 3.5947  0.17
H23 2.4921 2.5161 -1.1492  0.12
H24 0.9503 3.0792 -1.2657  0.12
Br1 6.1553 -0.2283 -0.0098  0.81
C15 4.5679 -0.3847 -1.0473  -0.65
C16 4.6094 -0.7500 -2.3897  -0.07
C17 3.4077 -0.8565 -3.0690  -0.02
C18 2.2172 -0.6227 -2.3924  -0.12
N9 2.1715 -0.2785 -1.1006  -0.05
C19 3.3329 -0.1568 -0.4508  -0.23
H25 5.5521 -0.9379 -2.8771  0.12
H26 3.3897 -1.1293 -4.1125  0.12
H27 1.2631 -0.7129 -2.8981  0.11
H28 3.2884 0.1223 0.5960  0.09
F1 -4.2128 4.0116 -3.3603  0.15
C20 -3.3341 3.0928 -2.9836  -0.13
C21 -2.6631 3.2293 -1.7718  -0.15
F2 -2.8752 4.2765 -0.9790  0.14
C22 -1.7659 2.2483 -1.3830  -0.13
F3 -1.1243 2.3117 -0.1437  -0.02
C23 -1.4808 1.1046 -2.1451  -0.31
O1 -0.6580 0.1846 -1.7398  -0.24
C24 -2.1689 1.0163 -3.3751  -0.13
F4 -1.9174 -0.0662 -4.1276  0.11
C25 -3.0814 1.9746 -3.7879  -0.13
F5 -3.7201 1.8235 -4.9361  0.16

Forces on the atoms, in the same order (eV/Å):
Y 0.72 -0.56 0.51
C 0.31 -0.15 0.08
C -0.45 -0.14 -0.10
N 0.11 0.03 0.18
C -0.09 0.00 0.17
C 0.00 -0.34 0.19
C -0.03 0.20 -0.04
C 0.12 0.15 -0.18
C 0.20 0.03 -0.08
C -0.25 -0.03 0.26
C 0.00 0.01 0.16
N -0.18 0.17 0.06
C 0.02 -0.47 -0.20
C -0.34 0.32 0.10
N 0.15 0.10 -0.30
N -0.07 -0.07 0.15
H -0.10 0.04 -0.07
H 0.01 0.03 0.12
H 0.04 -0.04 0.10
H 0.06 0.15 -0.11
H -0.23 0.19 0.00
H -0.01 -0.11 -0.16
H -0.01 0.17 0.00
H 0.06 -0.05 -0.07
H -0.03 -0.05 0.07
H -0.10 0.07 -0.04
H -0.07 -0.08 -0.12
H 0.15 0.01 0.03
H 0.22 -0.10 0.04
H -0.02 0.05 0.14
H 0.12 0.05 -0.11
H 0.08 -0.01 0.15
H 0.05 -0.12 -0.12
H 0.03 0.03 0.21
C 0.04 0.11 -0.14
C -0.13 -0.20 0.16
N 0.45 1.04 -0.04
N -0.34 -0.93 -0.87
C 0.23 0.30 -0.09
S -0.23 -0.63 0.51
N -0.03 0.30 0.73
N 0.01 0.02 -0.23
H 0.01 0.04 -0.05
H -0.06 0.02 0.00
H 0.07 -0.01 -0.03
H 0.00 -0.04 -0.07
H -0.08 -0.03 0.19
H 0.04 -0.01 0.24
Br -0.50 -0.01 -0.32
C 0.05 0.00 0.18
C -0.09 0.13 0.24
C -0.03 0.01 0.15
C -0.04 0.00 -0.14
N 0.14 -0.21 -0.21
C 0.47 0.00 0.12
H 0.11 -0.03 -0.08
H -0.02 -0.02 -0.08
H 0.00 0.06 0.01
H -0.04 0.04 0.06
F 0.08 -0.07 -0.02
C 0.16 -0.15 0.09
C 0.00 -0.04 -0.06
F -0.06 -0.05 -0.10
C 0.38 -0.54 0.18
F -0.44 0.20 -0.70
C -1.08 1.20 -0.85
O 0.17 -0.24 -0.55
C 0.36 -0.18 0.41
F -0.20 0.25 0.01
C 0.08 0.11 0.26
F 0.04 0.08 0.08

Calculated values
* HOMO-LUMO gap: 8.4 eV
* charge: +2
* lowest unoccupied orbital energy: -5.1 eV
* spin multiplicity: 1

Number 1: calculated total energy -46813.585 eV. Number 2: calculated total energy -137337.476 eV.